Entry 1:
Formula: C5H8OSi
Source: OMol25
Level of theory: wB97M-V/def2-TZVPD

Positions of all 15 atoms, in Å:
C  -0.513  2.129  0.043
C  0.823  2.006  0.571
C  -1.260  1.035  -0.046
C  1.152  0.956  1.327
C  0.173  -1.871  -0.473
O  0.711  -1.268  -1.624
Si  -0.603  -0.583  0.691
H  -0.990  3.094  -0.250
H  1.372  2.903  0.460
H  -2.214  1.095  -0.564
H  2.158  0.767  1.551
H  0.859  -2.532  0.068
H  -0.701  -2.474  -0.883
H  1.299  -1.772  -2.301
H  -1.579  -1.427  1.409

Results
**Electronic energy**: -559.91178 hartree
**Kohn-Sham gap**: 9.1 eV
**ΔE to the lowest compared entry with this formula, charge and spin**: 2.984 eV
**HOMO**: -8.600 eV

Entry 2:
Formula: C5H8S
Source: OMol25
Level of theory: wB97M-V/def2-TZVPD

Positions of all 14 atoms, in Å:
C  -0.881  1.894  0.008
C  -1.159  0.637  -0.748
C  -0.715  0.460  0.663
C  0.481  -0.186  0.042
C  0.543  -1.676  -0.079
S  1.976  0.662  -0.071
H  0.059  2.437  -0.289
H  -1.753  2.542  0.432
H  -1.935  0.121  -1.312
H  -1.248  0.242  1.533
H  -0.319  -2.395  0.046
H  1.136  -2.167  0.777
H  1.208  -2.083  -0.936
H  2.608  -0.488  -0.066

Results
**Electronic energy**: -593.33650 hartree
**Kohn-Sham gap**: 8.6 eV
**ΔE to the lowest compared entry with this formula, charge and spin**: 4.129 eV
**HOMO**: -7.761 eV

Entry 3:
Formula: C5H8S
Source: OMol25
Level of theory: wB97M-V/def2-TZVPD

Positions of all 14 atoms, in Å:
C  1.690  -1.168  0.581
C  0.528  -0.824  -0.265
C  0.064  -0.352  -1.391
C  -0.656  0.030  -0.128
C  -0.522  1.471  0.384
S  -2.416  -0.594  0.139
H  1.877  -0.268  1.257
H  2.519  -1.289  -0.136
H  1.357  -2.026  1.160
H  0.021  -0.460  -2.529
H  -0.149  1.284  1.329
H  -1.462  2.124  0.455
H  0.262  1.921  -0.071
H  -3.113  0.152  -0.784

Results
**Electronic energy**: -593.37499 hartree
**Kohn-Sham gap**: 9.4 eV
**ΔE to the lowest compared entry with this formula, charge and spin**: 3.082 eV
**HOMO**: -8.590 eV

Entry 4:
Formula: C5H8S
Source: OMol25
Level of theory: wB97M-V/def2-TZVPD

Positions of all 14 atoms, in Å:
C  0.944  -0.052  -1.056
S  1.251  -0.716  0.772
C  -0.590  -0.361  1.258
C  -1.077  0.016  -0.021
C  -1.696  0.986  -1.010
C  -0.165  0.939  -0.791
H  0.731  -0.715  -1.913
H  1.921  0.555  -1.165
H  -0.573  0.396  2.078
H  -1.294  -1.284  1.492
H  -1.205  -0.927  -0.588
H  -2.148  0.601  -1.849
H  -2.192  1.868  -0.593
H  0.247  1.786  -0.103

Results
**Electronic energy**: -593.36216 hartree
**Kohn-Sham gap**: 9.6 eV
**ΔE to the lowest compared entry with this formula, charge and spin**: 3.431 eV
**HOMO**: -8.655 eV

Entry 5:
Formula: C5H8S
Source: OMol25
Level of theory: wB97M-V/def2-TZVPD

Positions of all 14 atoms, in Å:
C  -0.962  -0.435  0.892
C  -1.441  0.049  -0.469
C  -0.379  0.823  0.109
C  1.042  0.753  -0.136
C  1.510  -0.596  -0.444
H  -1.614  -0.742  2.127
H  -0.014  -1.185  0.695
H  -1.090  -0.574  -1.138
H  -2.515  0.531  -0.391
H  -0.838  1.736  0.130
H  1.507  1.159  0.739
H  0.783  -1.319  -0.604
H  2.366  -0.997  0.251
S  1.646  0.797  -1.761

Results
**Electronic energy**: -593.29581 hartree
**Kohn-Sham gap**: 9.7 eV
**ΔE to the lowest compared entry with this formula, charge and spin**: 5.236 eV
**HOMO**: -9.004 eV

Entry 6:
Formula: C5H8S2
Source: OMol25
Level of theory: wB97M-V/def2-TZVPD

Positions of all 15 atoms, in Å:
S  -2.376  -0.402  -0.155
C  -0.620  -0.164  -0.056
C  0.264  -1.436  -0.084
S  1.963  -0.767  -0.097
C  1.179  0.879  -0.055
C  0.083  0.738  1.009
C  0.044  0.730  -1.155
H  -2.564  -1.125  0.960
H  0.211  -1.990  0.834
H  0.152  -2.036  -0.963
H  1.969  1.588  -0.054
H  0.240  0.310  2.004
H  -0.392  1.693  1.137
H  0.336  0.315  -2.108
H  -0.490  1.669  -1.216

Results
**Electronic energy**: -991.65044 hartree
**Kohn-Sham gap**: 9.2 eV
**ΔE to the lowest compared entry with this formula, charge and spin**: 0.975 eV
**HOMO**: -8.448 eV

Entry 7:
Formula: C5H8S2
Source: OMol25
Level of theory: wB97M-V/def2-TZVPD

Positions of all 15 atoms, in Å:
C  -3.083  0.010  0.041
C  -1.574  -0.264  0.020
C  -0.666  0.687  -0.169
C  0.799  0.540  -0.142
S  1.785  1.852  0.013
S  1.497  -1.096  -0.081
C  3.227  -0.666  0.054
H  -3.548  -0.110  1.059
H  -3.701  -0.592  -0.674
H  -3.147  1.075  -0.224
H  -1.201  -1.263  0.161
H  -1.112  1.675  -0.277
H  3.469  0.105  -0.629
H  3.777  -1.542  -0.240
H  3.479  -0.410  1.088

Results
**Electronic energy**: -991.64995 hartree
**Kohn-Sham gap**: 8.1 eV
**ΔE to the lowest compared entry with this formula, charge and spin**: 0.988 eV
**HOMO**: -8.522 eV

Entry 8:
Formula: C5H9AgO3
Source: OMol25
Level of theory: wB97M-V/def2-TZVPD

Positions of all 18 atoms, in Å:
H  -0.197  -0.987  5.370
O  -0.657  -0.477  2.394
C  -0.627  -0.058  3.549
H  -0.292  0.979  3.734
H  -1.791  -0.253  5.274
C  -1.064  -0.853  4.704
H  -1.490  -1.815  4.406
C  -0.125  1.076  -1.271
O  -0.350  2.108  -0.612
Ag  -0.035  0.195  0.626
O  1.019  1.038  -1.982
C  1.371  0.188  -3.081
C  0.260  -0.215  -4.024
H  1.860  -0.694  -2.650
H  2.143  0.753  -3.619
H  -0.484  -0.837  -3.509
H  0.679  -0.818  -4.842
H  -0.218  0.668  -4.467

Results
**<S²>**: 0.755
**Electronic energy**: -568.24648 hartree
**Kohn-Sham gap (alpha / beta)**: 9.7 / 8.5 eV
**Multiplicity**: 2
**Net charge**: +1
**ΔE to the lowest compared entry with this formula, charge and spin**: 0.000 eV
**HOMO (alpha / beta)**: -13.905 / -14.748 eV

Entry 9:
Formula: C5H9AsCuF6NO4S2
Source: OMol25
Level of theory: wB97M-V/def2-TZVPD

Positions of all 29 atoms, in Å:
Cu  1.037  -0.680  -0.617
C  4.102  -0.878  1.298
As  2.264  -0.269  1.251
C  1.531  -1.121  2.820
C  2.455  1.553  1.866
H  4.515  -0.734  2.294
H  4.690  -0.317  0.575
H  4.140  -1.933  1.037
H  2.116  -0.819  3.684
H  1.574  -2.201  2.703
H  0.492  -0.821  2.940
H  2.917  1.544  2.849
H  1.477  2.025  1.922
H  3.078  2.111  1.170
F  -2.870  -2.692  -1.525
C  -2.966  -1.825  -0.534
F  -4.105  -1.162  -0.633
F  -2.938  -2.479  0.620
S  -1.538  -0.618  -0.567
O  -0.554  -1.329  -1.439
O  -1.135  -0.473  0.808
N  -2.046  0.713  -1.166
S  -1.993  0.851  -2.789
O  -2.718  -0.195  -3.453
O  -0.686  1.231  -3.244
C  -3.024  2.355  -2.928
F  -2.444  3.382  -2.322
F  -3.150  2.623  -4.219
F  -4.221  2.157  -2.399

Results
**Electronic energy**: -5823.43019 hartree
**Kohn-Sham gap**: 10.2 eV
**ΔE to the lowest compared entry with this formula, charge and spin**: 0.240 eV
**HOMO**: -10.175 eV

Entry 10:
Formula: C5H9AsF6N3O5PSTi
Source: OMol25
Level of theory: wB97M-V/def2-TZVPD

Positions of all 32 atoms, in Å:
Ti  0.769  -1.023  -0.597
O  3.440  -2.856  1.334
S  2.837  -1.649  0.874
O  3.499  -0.421  1.187
O  2.514  -1.746  -0.695
O  1.325  -1.602  1.250
N  -1.418  2.121  -5.954
C  -1.373  1.730  -4.865
N  -1.418  1.332  -3.616
C  -0.613  0.596  -2.979
N  0.055  -0.109  -2.326
C  -0.554  2.681  0.393
As  0.138  1.088  1.247
C  1.516  1.850  2.356
C  -1.324  0.972  2.644
O  1.264  0.639  -0.244
H  -0.900  3.380  1.154
H  -1.376  2.431  -0.277
H  0.245  3.127  -0.196
H  1.041  2.510  3.080
H  2.199  2.398  1.711
H  2.078  1.065  2.855
H  -1.319  1.969  3.077
H  -1.041  0.194  3.346
H  -2.243  0.736  2.116
F  -1.263  -1.510  -0.338
P  -1.395  -3.142  -0.997
F  -1.363  -4.581  -1.630
F  -2.701  -3.368  -0.140
F  -2.196  -2.517  -2.202
F  -0.470  -3.582  0.224
F  0.049  -2.714  -1.797

Results
**<S²>**: 0.757
**Electronic energy**: -5160.76558 hartree
**Kohn-Sham gap (alpha / beta)**: 6.8 / 7.4 eV
**Multiplicity**: 2
**Net charge**: -1
**ΔE to the lowest compared entry with this formula, charge and spin**: 1.915 eV
**HOMO (alpha / beta)**: -5.367 / -6.331 eV

Entry 11:
Formula: C5H9B
Source: OMol25
Level of theory: wB97M-V/def2-TZVPD

Positions of all 15 atoms, in Å:
C  2.147  0.021  -0.019
B  0.613  -0.102  -0.096
C  -0.373  -1.244  0.215
C  -1.716  -0.631  0.117
C  -1.746  0.645  -0.217
C  -0.367  1.259  -0.347
H  2.725  -0.775  0.486
H  2.311  0.980  0.413
H  2.547  -0.041  -1.004
H  -0.257  -2.329  -0.143
H  -0.480  -1.502  1.311
H  -2.530  -1.103  0.431
H  -2.653  1.284  -0.400
H  -0.046  1.785  0.490
H  -0.175  1.755  -1.237

Results
**Electronic energy**: -220.70665 hartree
**Kohn-Sham gap**: 9.5 eV
**ΔE to the lowest compared entry with this formula, charge and spin**: 0.693 eV
**HOMO**: -8.843 eV

Entry 12:
Formula: C5H9BrN3
Source: OMol25
Level of theory: wB97M-V/def2-TZVPD

Positions of all 18 atoms, in Å:
C  -1.130  2.365  -0.087
C  -2.259  1.639  0.037
C  0.133  1.829  -0.062
C  -2.082  0.263  0.174
C  -0.683  -0.326  0.095
N  0.361  0.481  0.027
N  1.829  -2.635  -0.164
N  1.567  -0.023  0.061
Br  -3.543  -0.886  0.279
H  -1.378  3.379  -0.129
H  -3.154  2.149  -0.214
H  0.956  2.536  0.201
H  -0.455  -1.397  0.277
H  2.509  -2.735  -0.846
H  2.151  -3.073  0.668
H  2.350  0.512  0.295
H  1.040  -3.068  -0.415
H  1.788  -1.009  -0.199

Results
**Electronic energy**: -2933.88689 hartree
**Kohn-Sham gap**: 9.2 eV
**Net charge**: +1
**ΔE to the lowest compared entry with this formula, charge and spin**: 1.531 eV
**HOMO**: -13.204 eV

Entry 13:
Formula: C5H9BrO5S
Source: OMol25
Level of theory: wB97M-V/def2-TZVPD

Positions of all 21 atoms, in Å:
C  -0.838  2.832  0.252
C  0.339  1.880  0.042
Br  1.736  2.845  -0.938
C  -0.059  0.631  -0.759
C  0.469  -0.661  -0.179
O  1.832  -0.559  0.021
C  -0.266  -1.152  1.099
O  -0.879  -2.414  0.793
S  -0.262  -3.057  -0.514
O  0.908  -3.807  -0.188
O  -1.307  -3.649  -1.265
O  0.187  -1.686  -1.163
H  -0.497  3.845  0.438
H  -1.467  2.853  -0.637
H  -1.440  2.512  1.103
H  0.772  1.599  0.996
H  -1.141  0.539  -0.837
H  0.326  0.699  -1.773
H  2.186  -1.442  0.173
H  0.457  -1.314  1.896
H  -1.058  -0.495  1.442

Results
**Electronic energy**: -3544.31442 hartree
**Kohn-Sham gap**: 10.9 eV
**ΔE to the lowest compared entry with this formula, charge and spin**: 0.000 eV
**HOMO**: -10.417 eV

Entry 14:
Formula: C5H9BrSi
Source: OMol25
Level of theory: wB97M-V/def2-TZVPD

Positions of all 16 atoms, in Å:
C  0.960  -0.837  0.714
C  0.257  0.272  -0.075
C  -1.018  0.799  0.502
Si  -0.259  -0.164  -1.846
C  -0.957  -1.864  -1.696
C  -1.811  -2.794  -1.545
Br  -2.818  -4.292  -1.518
H  0.725  -1.842  0.468
H  1.925  -0.716  0.328
H  0.928  -0.853  1.741
H  0.912  1.176  -0.143
H  -1.793  0.053  0.598
H  -1.629  1.590  0.017
H  -0.676  1.180  1.474
H  -1.427  0.765  -2.009
H  0.797  -0.184  -3.048

Results
**Electronic energy**: -3059.30505 hartree
**Kohn-Sham gap**: 10.1 eV
**ΔE to the lowest compared entry with this formula, charge and spin**: 2.688 eV
**HOMO**: -9.508 eV

Entry 15:
Formula: C5H9CdO3
Source: OMol25
Level of theory: wB97M-V/def2-TZVPD

Positions of all 18 atoms, in Å:
H  -1.327  0.275  0.913
O  -0.931  0.308  -0.914
O  0.810  -0.047  0.506
O  -0.080  2.061  0.248
C  -2.008  -0.406  -0.635
C  1.956  0.427  0.716
C  -2.358  -1.497  -1.547
C  3.030  -0.424  1.177
C  -0.347  0.848  0.287
H  -2.839  0.156  -0.193
H  2.091  1.510  0.577
H  -2.467  -2.411  -0.943
H  -3.362  -1.281  -1.950
H  -1.634  -1.622  -2.355
H  3.867  -0.288  0.468
H  3.398  0.005  2.125
H  2.739  -1.472  1.282
Cd  -0.536  3.858  0.237

Results
**Electronic energy**: -587.96491 hartree
**Kohn-Sham gap**: 8.0 eV
**Net charge**: +3
**ΔE to the lowest compared entry with this formula, charge and spin**: 0.676 eV
**HOMO**: -23.716 eV